# C24H74O24

A 13-piece molecular cluster, C24H74O24 overall in a non-equilibrium geometry (ωB97M-V/def2-TZVPD, the OMol25 dataset).

Results
Energy above the lowest of the compared OMol25 structures with the same formula, charge and spin: 0.199 eV
DFT total energy: -2764.3640 a.u.
Multiplicity: 1
HOMO-LUMO gap: 10.088 eV
Net charge: 0
E_HOMO: -9.6 eV

XYZ file:
```
122
C24H74O24, DFT ωB97M-V/def2-TZVPD
C -1.54987 6.82404 0.00621
C -0.53908 7.09348 1.10124
O 0.16461 5.92501 1.42090
O -0.96049 6.44316 -1.14380
H -2.17980 7.67930 -0.21183
H -2.25030 6.04655 0.41526
H -1.06025 7.31051 2.09912
H 0.11764 7.95402 0.92948
H 0.72246 5.70661 0.67777
H -0.19012 5.86793 -0.98885
C -0.57628 4.84934 4.74810
C -1.11213 3.41186 4.68315
O -0.03660 2.56977 4.39095
O 0.41541 4.99628 5.75487
H -1.39742 5.54009 4.99184
H -0.09063 5.11962 3.82897
H -1.88618 3.32952 3.89904
H -1.60953 3.24700 5.65794
H 0.61189 2.56363 5.11740
H -0.03143 4.87961 6.64300
C 0.27161 -6.34310 -0.63408
C -0.61332 -5.23198 -0.90345
O 0.18841 -4.06142 -1.30438
O 1.03479 -6.00278 0.53027
H 0.93606 -6.51107 -1.48838
H -0.32862 -7.22622 -0.51346
H -1.10075 -4.99248 0.02635
H -1.34715 -5.46640 -1.63117
H 0.13019 -3.32817 -0.65298
H 1.71722 -6.64386 0.73117
C -5.51854 0.08534 -2.36378
C -4.07058 0.41312 -2.25672
O -3.49667 -0.41553 -3.26750
O -6.18937 0.15073 -1.09820
H -5.56806 -0.94777 -2.73420
H -6.07560 0.77961 -3.05346
H -3.74292 0.20893 -1.29069
H -3.89587 1.53755 -2.36094
H -2.61436 -0.10625 -3.52443
H -6.92112 0.77284 -1.22123
C -3.78954 -2.98250 0.12123
C -4.95184 -2.98552 1.08299
O -5.48130 -1.65483 1.26974
O -4.31420 -2.69945 -1.14597
H -3.15322 -3.90021 0.01964
H -3.07174 -2.17774 0.42362
H -4.62650 -3.37580 2.06406
H -5.66300 -3.66690 0.59282
H -6.06158 -1.45344 0.53878
H -3.74562 -2.22053 -1.72615
C 5.05966 -2.19548 2.35791
C 6.56867 -2.16947 2.43376
O 7.23458 -3.28466 1.83459
O 4.54950 -2.42026 1.03491
H 4.66116 -1.18517 2.67148
H 4.66494 -2.98678 3.01539
H 6.97263 -2.11263 3.47519
H 6.90121 -1.27296 1.92638
H 6.75168 -3.54716 1.03663
H 3.71494 -2.99102 1.24316
C 1.48955 -2.39071 -3.40911
C 2.14049 -1.54236 -4.44315
O 1.01983 -0.88743 -5.13952
O 0.56940 -3.29086 -4.05427
H 1.09966 -1.79549 -2.59616
H 2.34982 -2.99314 -3.03686
H 2.79962 -2.15989 -5.08506
H 2.66292 -0.73402 -3.94522
H 0.48856 -1.64607 -5.37150
H 0.25621 -3.68537 -3.22805
C -2.82765 0.35169 2.41702
C -3.76700 0.67367 3.58633
O -4.43532 -0.61537 3.94354
O -1.94676 -0.68712 2.85752
H -2.22899 1.18566 2.06419
H -3.40483 0.02701 1.52844
H -4.63256 1.27746 3.38469
H -3.30027 1.06627 4.49271
H -4.94903 -0.91043 3.17345
H -2.45805 -1.17012 3.50336
C -0.32267 0.36709 -0.34041
C 1.19388 0.37547 -0.23318
O 1.79613 0.25277 -1.52631
O -0.79030 -0.98226 -0.53606
H -0.70504 1.01147 -1.13147
H -0.66402 0.78005 0.62797
H 1.43748 -0.52685 0.37042
H 1.56753 1.24411 0.31215
H 2.73289 -0.02907 -1.38522
H -0.83354 -1.06410 -1.49513
C 0.94692 -2.31253 2.48063
C 1.82869 -3.44142 2.92423
O 2.56700 -3.96518 1.84934
O -0.17143 -2.76010 1.75418
H 1.62811 -1.77873 1.82108
H 0.59031 -1.71840 3.30031
H 1.30559 -4.30210 3.33714
H 2.60993 -3.18731 3.67770
H 1.87276 -4.40714 1.38785
H -0.90302 -2.08543 1.77608
C 0.70240 2.53595 -3.93302
C -0.66685 2.00955 -4.04933
O -0.84215 0.60428 -3.82967
O 0.97865 2.92283 -2.62674
H 0.76206 3.39772 -4.52414
H 1.48749 1.80766 -4.33232
H -1.08391 2.17650 -5.05298
H -1.24268 2.51511 -3.27426
H -0.02798 0.12289 -4.16072
H 1.43126 2.19752 -2.15559
C 5.41838 -0.93790 -2.15394
O 4.29632 -0.93842 -1.33755
H 6.06918 -1.73299 -1.78978
H 5.13731 -1.27044 -3.14702
H 5.91223 0.03002 -2.08887
H 4.45175 -1.43884 -0.46349
C 3.18671 5.45464 -1.63577
O 1.83502 5.09861 -1.18904
H 3.72950 4.61270 -2.11960
H 3.09309 6.25543 -2.41118
H 3.71917 5.80088 -0.76788
H 1.46251 4.48663 -1.85045
```